{
  "formula": "C14H36N2NbO5P",
  "method": "ωB97M-V/def2-TZVPD",
  "elements": ["C", "C", "C", "C", "O", "Nb", "C", "O", "N", "O", "P", "O", "O", "H", "H", "H", "H", "H", "H", "H", "H", "H", "H", "H", "H", "H", "H", "H", "H", "C", "C", "C", "N", "C", "C", "C", "C", "C", "C", "H", "H", "H", "H", "H", "H", "H", "H", "H", "H", "H", "H", "H", "H", "H", "H", "H", "H", "H", "H"],
  "xyz": [[0.4034, -4.1057, -0.8575], [0.4480, -4.4346, 0.6248], [0.5079, -3.2072, 1.5257], [1.8859, -2.5957, 1.5872], [1.9356, -1.3746, 2.3166], [3.7025, -0.4316, 2.0377], [2.9654, 0.5465, 0.0249], [3.0797, -0.2853, -1.1668], [3.2358, 0.5222, -2.3302], [3.9902, 0.0617, -3.0888], [5.9269, 0.6792, 1.6540], [6.2113, 2.1571, 2.2630], [7.2852, -0.0916, 2.1429], [0.4033, -5.0056, -1.4655], [-0.4999, -3.5498, -1.1029], [1.2560, -3.5063, -1.1657], [1.3147, -5.0637, 0.8244], [-0.4297, -5.0241, 0.8796], [0.1951, -3.4748, 2.5328], [-0.1930, -2.4618, 1.1596], [2.5736, -3.3150, 2.0306], [2.2265, -2.4165, 0.5608], [4.5899, -1.7979, 1.1444], [4.3835, -1.1538, 3.5683], [3.2493, 1.1578, 2.8641], [3.5808, 1.4331, -0.1134], [1.9423, 0.8885, 0.1234], [6.6603, 2.6993, 1.6195], [7.4351, -0.8083, 1.5284], [-5.7038, 2.6477, 0.1300], [-5.2379, 1.7482, -1.0192], [-4.1355, 0.7432, -0.7235], [-2.7196, 1.2356, -0.5972], [-2.3004, 1.9197, -1.8680], [-0.8209, 2.2522, -1.8948], [0.0351, 1.0106, -1.6725], [-0.3757, 0.3039, -0.3908], [-1.8583, 0.0114, -0.3681], [-2.5797, 2.1519, 0.5678], [-5.0612, 3.5117, 0.2894], [-6.6977, 3.0333, -0.0876], [-5.7654, 2.0937, 1.0677], [-4.9914, 2.3433, -1.8988], [-6.0790, 1.1238, -1.3248], [-4.0973, 0.0078, -1.5253], [-4.3451, 0.2138, 0.2067], [-2.5587, 1.2313, -2.6743], [-2.9147, 2.8126, -1.9577], [-0.6042, 2.7106, -2.8595], [-0.5942, 3.0106, -1.1407], [1.0850, 1.2702, -1.6173], [-0.0783, 0.3250, -2.5196], [-0.0776, 0.8724, 0.4906], [0.1515, -0.6425, -0.3039], [-2.1813, -0.4023, 0.5864], [-2.1255, -0.6879, -1.1605], [-3.1254, 1.7318, 1.4077], [-2.9756, 3.1278, 0.3090], [-1.5327, 2.2470, 0.8268]],
  "forces_ev_per_a": [[0.1, 0.0, -0.1], [0.1, 0.0, 0.0], [-0.2, -0.1, 0.2], [0.1, 0.3, -0.2], [0.8, 0.1, 0.3], [-2.0, -0.7, 0.0], [0.3, -0.1, -0.4], [0.3, 0.1, -0.5], [-0.1, 0.3, 1.0], [0.0, -0.5, -0.3], [-0.9, -0.5, 0.3], [-0.1, 0.4, 0.5], [0.4, 0.0, 0.2], [0.0, -0.1, -0.1], [-0.2, 0.1, 0.0], [0.1, 0.1, 0.0], [0.1, -0.1, 0.1], [-0.1, -0.1, 0.1], [-0.1, 0.0, 0.2], [-0.3, 0.3, -0.1], [0.1, -0.2, 0.0], [0.2, -0.1, -0.2], [0.7, 0.6, 0.0], [0.1, -0.2, -0.2], [0.5, 0.3, -0.4], [0.1, 0.1, -0.1], [-0.3, 0.1, 0.2], [0.3, 0.3, -0.2], [0.2, -0.4, -0.2], [0.0, 0.0, -0.1], [0.0, 0.1, 0.1], [-0.1, -0.1, 0.0], [0.0, 0.1, 0.1], [0.0, 0.1, -0.1], [0.1, 0.0, 0.1], [-0.2, 0.0, -0.1], [0.0, 0.1, 0.0], [0.0, -0.2, 0.0], [0.1, 0.1, 0.0], [0.0, 0.0, 0.0], [0.0, 0.0, 0.0], [0.0, 0.0, 0.0], [0.0, 0.0, 0.0], [0.0, 0.0, 0.0], [0.0, 0.0, 0.0], [0.0, 0.0, 0.0], [0.0, 0.0, 0.0], [0.0, 0.0, 0.0], [0.0, 0.0, 0.0], [0.0, 0.0, 0.0], [0.1, 0.1, -0.1], [0.0, 0.0, 0.0], [0.0, 0.0, 0.0], [0.1, -0.2, 0.1], [0.0, -0.1, 0.0], [0.0, 0.0, 0.0], [0.0, 0.0, 0.0], [0.0, 0.0, 0.0], [0.0, 0.0, 0.0]],
  "total_charge": 0,
  "lumo_energy_ev": -0.552,
  "gap_ev": 4.701
}